Model 1:
Below is C2H5FSi in the gas phase, with properties calculated with ωB97M-V/def2-TZVPD.

Computed properties:
SMILES: F/C=C/[SiH3]
gap between HOMO and LUMO: 11.1 eV
HOMO level: -10.189 eV

CARTESIAN COORDINATES (ANGSTROEM)
C: -0.905 -1.032 0.467
C: -0.388 -0.395 -0.560
F: -2.000 -1.896 0.323
Si: 0.976 0.892 -0.118
H: -0.564 -0.936 1.464
H: -0.828 -0.529 -1.585
H: 1.480 1.348 -1.467
H: 1.601 0.439 1.059
H: 0.627 2.108 0.417

---

Model 2:
Below is 2 unconnected molecules or ions with the total composition C2H5FSi, with properties calculated with ωB97M-V/def2-TZVPD.

Computed properties:
gap between HOMO and LUMO (spin up / spin down): 8.8 / 7.1 eV
HOMO level (spin up / spin down): -8.529 / -8.329 eV

CARTESIAN COORDINATES (ANGSTROEM)
C: 0.310 -0.102 1.670
C: 1.461 -0.682 1.415
F: -1.034 0.925 -0.825
Si: -1.107 0.224 -2.275
H: -0.348 0.585 1.080
H: -0.174 -0.473 2.596
H: 2.070 -1.533 1.666
H: -1.265 1.481 -3.296
H: 0.085 -0.425 -2.030

---

Most stable: model 1. Least stable: model 2.

---

Model 1:
Below is C2H3NS3 in the gas phase, with properties calculated with ωB97M-V/def2-TZVPD.

Computed properties:
SMILES: S=CN(S)C=S
gap between HOMO and LUMO: 7.4 eV
HOMO level: -8.123 eV

CARTESIAN COORDINATES (ANGSTROEM)
C: -0.271 1.296 0.211
C: 0.597 -1.032 0.602
H: -1.216 -0.778 -1.901
H: -0.514 1.864 -0.680
H: 0.867 -1.882 -0.040
N: 0.116 0.017 -0.188
S: 0.042 -0.301 -1.893
S: -0.377 1.946 1.681
S: 0.757 -1.131 2.208

---

Model 2:
Below is C2H3NS3 in the gas phase, with properties calculated with ωB97M-V/def2-TZVPD.

Computed properties:
SMILES: S=CS/C=N\S
gap between HOMO and LUMO: 8.4 eV
HOMO level: -9.009 eV

CARTESIAN COORDINATES (ANGSTROEM)
C: 0.367 -0.219 1.281
C: 0.213 -1.032 -1.294
H: -1.022 2.747 0.391
H: 0.984 -0.547 2.169
H: 0.971 -0.295 -1.225
N: 0.046 1.001 1.182
S: -1.075 1.513 -0.056
S: -0.308 -1.570 0.313
S: -0.177 -1.600 -2.762

---

Most stable: model 1. Least stable: model 2.

---

Model 1:
Below is 2 unconnected molecules or ions with the total composition C2H9N2, with properties calculated with ωB97M-V/def2-TZVPD.

Computed properties:
net charge: +1
gap between HOMO and LUMO: 10.0 eV
HOMO level: -13.822 eV

CARTESIAN COORDINATES (ANGSTROEM)
N: 2.122 -0.166 0.242
H: 3.005 -0.144 -0.316
H: 1.149 -0.097 -0.178
H: 2.194 0.772 0.755
H: 2.230 -0.770 1.105
C: -1.099 0.344 1.179
C: -1.319 -0.086 -0.095
N: -0.438 -0.052 -1.266
H: -0.458 1.230 1.468
H: -1.827 -0.020 1.973
H: -2.109 -0.636 -0.482
H: -0.639 -0.987 -1.726
H: -0.826 0.629 -1.930

---

Model 2:
Below is 2 unconnected molecules or ions with the total composition C2H9N2, with properties calculated with ωB97M-V/def2-TZVPD.

Computed properties:
net charge: +1
gap between HOMO and LUMO: 12.7 eV
HOMO level: -16.669 eV

CARTESIAN COORDINATES (ANGSTROEM)
C: 0.335 1.989 2.015
H: 0.746 2.569 2.842
H: 0.447 0.898 2.151
H: -0.683 2.105 1.932
H: 0.791 2.207 1.005
N: 0.975 -0.732 -1.136
C: -0.176 -0.401 -0.638
N: -1.221 -1.189 -0.576
H: 1.283 -1.677 -1.344
H: 1.744 -0.102 -1.198
H: -0.372 0.687 -0.154
H: -2.111 -0.734 -0.458
H: -1.074 -2.031 -1.057

---

Most stable: model 2. Least stable: model 1.

---

Model 1:
Below is C22H23N3O2S in the gas phase, with properties calculated with ωB97M-V/def2-TZVPD.

Computed properties:
SMILES: Cn1c(=O)cc(SCC(=O)N2CCN(c3ccccc3)CC2)c2ccccc21
gap between HOMO and LUMO: 7.8 eV
HOMO level: -7.623 eV

CARTESIAN COORDINATES (ANGSTROEM)
C: -2.865 -3.467 -0.203
N: -2.800 -2.026 -0.322
C: -3.897 -1.252 -0.029
C: -5.119 -1.831 0.338
C: -6.209 -1.047 0.640
C: -6.122 0.340 0.593
C: -4.933 0.930 0.238
C: -3.812 0.158 -0.081
C: -2.562 0.747 -0.469
C: -1.536 -0.055 -0.834
C: -1.589 -1.488 -0.726
O: -0.621 -2.202 -0.958
H: -0.593 0.324 -1.187
S: -2.425 2.499 -0.426
C: -0.618 2.726 -0.439
C: 0.005 1.867 0.662
O: -0.624 1.603 1.667
N: 1.262 1.417 0.464
C: 2.171 1.713 -0.621
H: 1.735 2.415 -1.330
C: 2.564 0.397 -1.322
N: 3.152 -0.536 -0.393
C: 4.515 -0.516 -0.128
C: 5.380 0.441 -0.668
C: 6.741 0.386 -0.432
C: 7.286 -0.614 0.352
C: 6.443 -1.575 0.886
C: 5.086 -1.533 0.648
H: 4.462 -2.316 1.051
H: 6.850 -2.375 1.488
H: 8.348 -0.649 0.539
H: 7.380 1.144 -0.862
H: 5.004 1.248 -1.278
C: 2.205 -0.831 0.663
H: 2.628 -1.534 1.377
C: 1.821 0.460 1.403
H: 1.070 0.264 2.169
H: 2.714 0.894 1.871
H: 1.317 -1.285 0.212
H: 3.245 0.590 -2.150
H: 1.664 -0.080 -1.727
H: 3.070 2.174 -0.193
H: -0.470 3.783 -0.213
H: -0.253 2.513 -1.441
H: -4.843 2.005 0.196
H: -6.981 0.947 0.836
H: -7.140 -1.519 0.919
H: -5.218 -2.903 0.385
H: -3.117 -3.761 0.816
H: -3.595 -3.882 -0.900
H: -1.875 -3.847 -0.454

---

Model 2:
Below is C22H23N3O2S in the gas phase, with properties calculated with ωB97M-V/def2-TZVPD.

Computed properties:
SMILES: Cc1cccc2cc3c(nc12)S/C(=N\C[C@@H]1CCCO1)N(Cc1ccco1)C3
gap between HOMO and LUMO: 8.5 eV
HOMO level: -8.400 eV

CARTESIAN COORDINATES (ANGSTROEM)
C: -3.478 3.248 1.888
C: -2.074 3.515 2.320
C: -1.772 4.195 3.473
C: -0.445 4.434 3.861
C: 0.596 3.995 3.091
C: 0.339 3.295 1.897
C: 1.363 2.826 1.044
C: 1.035 2.162 -0.104
C: -0.338 1.948 -0.369
N: -1.308 2.371 0.384
C: -1.007 3.049 1.509
S: -0.764 1.071 -1.839
C: 0.550 -0.214 -1.751
N: 0.351 -1.423 -2.012
C: -0.910 -1.989 -2.363
C: -1.154 -3.238 -1.496
H: -1.226 -2.922 -0.449
C: -0.052 -4.297 -1.707
H: 0.524 -4.460 -0.800
C: -0.820 -5.547 -2.143
H: -0.294 -6.129 -2.896
C: -2.123 -4.947 -2.672
H: -2.978 -5.622 -2.613
O: -2.389 -3.848 -1.829
H: -2.001 -4.615 -3.714
H: -1.032 -6.186 -1.285
H: 0.631 -3.959 -2.485
H: -0.875 -2.290 -3.416
H: -1.744 -1.286 -2.234
N: 1.776 0.233 -1.386
C: 2.003 1.638 -1.119
H: 3.033 1.773 -0.787
H: 1.862 2.196 -2.057
C: 2.713 -0.765 -0.907
C: 2.239 -1.421 0.353
C: 1.696 -0.909 1.496
C: 1.392 -2.019 2.321
C: 1.775 -3.118 1.619
O: 2.286 -2.765 0.428
H: 1.744 -4.164 1.852
H: 0.951 -1.993 3.296
H: 1.527 0.124 1.727
H: 3.682 -0.281 -0.760
H: 2.812 -1.542 -1.670
H: 2.398 3.014 1.299
H: 1.620 4.177 3.381
H: -0.254 4.973 4.777
H: -2.573 4.556 4.102
H: -4.190 3.673 2.590
H: -3.646 3.669 0.899
H: -3.642 2.176 1.809

---

Most stable: model 1. Least stable: model 2.

---

Model 1:
Below is 2 unconnected molecules or ions with the total composition C2H10N2O2, with properties calculated with ωB97M-V/def2-TZVPD.

Computed properties:
SMILES: NCO.NCO
gap between HOMO and LUMO: 10.2 eV
HOMO level: -9.305 eV

CARTESIAN COORDINATES (ANGSTROEM)
N: 0.540 0.048 2.856
C: 1.220 0.536 1.684
O: 1.155 -0.430 0.644
H: 0.707 0.701 3.624
H: -0.466 0.061 2.709
H: 2.258 0.710 1.964
H: 0.816 1.436 1.213
H: 1.739 -1.162 0.874
N: -1.523 -0.428 -0.731
C: -1.016 0.464 -1.717
O: -0.257 -0.141 -2.768
H: -0.758 -0.908 -0.276
H: -2.247 -1.057 -1.038
H: -0.307 1.144 -1.255
H: -1.830 1.053 -2.150
H: -0.878 -0.548 -3.384

---

Model 2:
Below is 3 unconnected molecules or ions with the total composition C2H10N2O2, with properties calculated with ωB97M-V/def2-TZVPD.

Computed properties:
SMILES: C/N=C\N.O.O
gap between HOMO and LUMO: 10.1 eV
HOMO level: -9.422 eV

CARTESIAN COORDINATES (ANGSTROEM)
C: 0.155 -1.493 -1.243
N: 2.366 -0.221 -0.255
C: 1.289 -0.598 0.563
N: 0.271 -1.260 0.192
H: -0.883 -1.790 -1.412
H: 0.416 -0.712 -1.958
H: 0.751 -2.376 -1.529
H: 2.873 0.484 0.239
H: 2.488 -0.937 -0.939
H: 1.372 -0.379 1.623
H: -1.547 -0.793 3.659
H: -0.132 -0.926 3.227
O: -0.663 -0.488 3.901
H: -3.231 4.226 -1.386
H: -2.313 3.545 -2.483
O: -3.212 3.719 -2.199

---

Most stable: model 1. Least stable: model 2.

---

Model 1:
Below is 3 unconnected molecules or ions with the total composition C2H10N2O2, with properties calculated with ωB97M-V/def2-TZVPD.

Computed properties:
SMILES: C/N=C/N.O.O
gap between HOMO and LUMO: 8.4 eV
HOMO level: -7.950 eV

CARTESIAN COORDINATES (ANGSTROEM)
C: -2.349 -0.933 1.500
N: 0.121 -2.564 -0.230
C: -0.649 -2.511 0.908
N: -1.901 -2.261 1.047
H: -3.340 -0.908 1.727
H: -1.670 -0.683 2.376
H: -2.357 -0.241 0.657
H: 0.940 -3.138 -0.390
H: -0.403 -2.345 -1.044
H: -0.030 -2.662 1.796
H: 2.380 4.887 -0.520
H: 2.540 4.891 -2.008
O: 2.968 5.152 -1.167
H: 0.638 0.770 -2.011
H: 0.409 1.201 -0.600
O: 0.950 1.432 -1.352

---

Model 2:
Below is 3 unconnected molecules or ions with the total composition C2H10N2O2, with properties calculated with ωB97M-V/def2-TZVPD.

Computed properties:
SMILES: C/N=C/N.O.O
gap between HOMO and LUMO: 9.7 eV
HOMO level: -8.955 eV

CARTESIAN COORDINATES (ANGSTROEM)
C: 2.055 1.308 1.967
N: -1.410 1.659 2.105
C: -0.096 1.411 2.562
N: 0.849 2.067 2.028
H: 2.966 2.008 2.239
H: 2.100 0.616 2.779
H: 2.103 0.617 1.138
H: -2.026 0.807 1.919
H: -1.115 2.168 1.331
H: -0.034 0.505 3.210
H: -1.899 -3.975 -4.873
H: -0.603 -4.583 -5.632
O: -0.852 -3.952 -4.972
H: -1.230 0.258 -2.125
H: 0.048 -0.302 -1.705
O: -0.854 -0.614 -1.972

---

Most stable: model 2. Least stable: model 1.